ORCA calculation (the ωB97M-V functional and the def2-TZVPD basis) on a 2-piece molecular cluster, C2HN4S overall in a non-equilibrium geometry.

```
! RIJCOSX wB97M-V def2-TZVPD def2/J DEFGRID3
* xyz -1 1
C 0.01507 -0.03072 -0.33849
C -0.05787 -0.38584 1.75911
N 0.41959 1.17519 -0.65507
N -0.47010 -0.79883 -1.27515
N 0.11258 1.17510 -1.94608
N -0.38005 -0.00039 -2.28487
S 0.18980 -1.77267 2.47920
H 0.17097 0.63817 2.26135
*
```

Energy above the lowest of the compared OMol25 structures with the same formula, charge and spin, kcal per mole: 67.46
Energy, Ha: -693.929085